No. 1
This record from the OMol25 dataset describes a single C6H9N3O molecule at a distorted geometry. The level of theory is ωB97M-V/def2-TZVPD.

```
! RIJCOSX wB97M-V def2-TZVPD def2/J DEFGRID3
* xyz 0 3
C -0.551 -0.313 -2.900
C -1.754 -0.583 -0.779
C 0.998 -0.572 -0.545
C 0.171 0.017 0.481
C 0.785 -0.476 1.822
C 0.297 1.582 0.468
N -0.225 0.052 -3.946
N -1.162 -0.456 0.400
N -0.853 -0.870 -1.799
O -2.944 -0.688 -0.909
H 1.801 -0.007 -1.094
H 1.167 -1.710 -0.464
H 0.113 -0.493 2.640
H 1.518 0.269 2.024
H 1.258 -1.430 1.658
H -0.115 1.831 1.453
H -0.156 2.194 -0.299
H 1.414 1.862 0.654
H -1.761 -0.210 1.135
*
```

## Properties
molecular weight	139.2	g/mol
ΔE to the lowest compared entry with this formula, charge and spin	6.7	kcal/mol
orbital gap (alpha / beta)	8.51 / 6.91	eV
energy	-473.36196	hartree



No. 2
This record from the OMol25 dataset describes a molecular structure, C6H9N3O2 at a distorted geometry. The level of theory is ωB97M-V/def2-TZVPD.

```
! RIJCOSX wB97M-V def2-TZVPD def2/J DEFGRID3
* xyz 0 1
C -2.291 0.271 0.095
C 2.702 0.268 -0.176
C 1.780 1.305 -0.870
C 0.594 0.199 1.469
C 1.455 0.602 0.398
C 0.057 -0.719 0.456
N 0.690 -1.904 0.146
N -3.395 -0.202 -0.584
N -1.131 -0.501 -0.217
O -2.412 0.969 1.074
O 0.062 -2.747 -0.570
H 2.682 -0.822 -0.638
H 3.499 0.826 0.254
H 2.199 2.364 -0.865
H 1.320 1.111 -1.794
H 1.038 -0.359 2.335
H -0.109 0.902 1.939
H -3.195 -0.343 -1.517
H -4.301 0.108 -0.188
H -1.244 -1.328 -0.746
*
```

## Properties
molecular weight	155.2	g/mol
ΔE to the lowest compared entry with this formula, charge and spin	147.8	kcal/mol
orbital gap	7.60	eV
energy	-548.58583	hartree



No. 3
This record from the OMol25 dataset describes a single C6H9N3O2S2 molecule at a distorted geometry. The level of theory is ωB97M-V/def2-TZVPD.

```
! RIJCOSX wB97M-V def2-TZVPD def2/J DEFGRID3
* xyz 0 1
C -2.604 2.381 -0.093
C -3.559 1.282 0.221
O -3.029 0.112 -0.494
C -2.087 -0.532 0.202
O -1.813 -0.355 1.357
C -1.472 -1.715 -0.571
S 0.185 -2.239 0.000
C 1.118 -0.761 -0.170
N 0.539 0.346 -0.642
N 1.447 1.379 -0.568
C 2.588 1.093 -0.067
N 3.603 2.071 0.134
S 2.766 -0.660 0.250
H -3.001 3.304 0.212
H -1.780 2.179 0.557
H -2.379 2.310 -1.214
H -4.632 1.333 -0.088
H -3.478 1.073 1.300
H -2.140 -2.587 -0.524
H -1.355 -1.494 -1.694
H 3.312 3.030 -0.187
H 3.947 2.132 1.129
*
```

## Properties
molecular weight	219.3	g/mol
structure (SMILES)	CCOC(=O)CSc1nnc(N)s1
ΔE to the lowest compared entry with this formula, charge and spin	18.0	kcal/mol
orbital gap	9.10	eV
energy	-1345.12555	hartree



No. 4
This record from the OMol25 dataset describes 2 unconnected molecules or ions with the total composition C6H9N3O3S at a distorted geometry. The level of theory is ωB97M-V/def2-TZVPD.

```
! RIJCOSX wB97M-V def2-TZVPD def2/J DEFGRID3
* xyz 0 3
C 0.900 0.378 0.334
C 2.671 -0.379 -1.284
C -0.966 1.513 -0.451
C 0.559 -0.481 1.325
C 1.050 -1.926 1.099
C 0.351 1.743 0.348
N 1.858 0.193 -0.643
N -1.644 -1.329 -1.566
N -0.772 1.692 -1.780
O 3.355 -0.992 -1.985
O -1.926 0.984 0.075
O -3.362 -1.859 0.219
S -2.057 -1.318 -0.131
H -0.033 -0.281 2.089
H 1.810 -2.152 1.877
H 1.457 -2.164 0.139
H 0.316 -2.654 1.401
H 0.870 2.521 -0.292
H 0.067 2.226 1.368
H -2.123 -1.889 -2.251
H 0.024 2.181 -2.151
H -0.989 0.849 -2.292
*
```

## Properties
molecular weight	203.2	g/mol
ΔE to the lowest compared entry with this formula, charge and spin	24.7	kcal/mol
orbital gap (alpha / beta)	5.80 / 7.47	eV
energy	-1022.00491	hartree



No. 5
This record from the OMol25 dataset describes a molecular structure, C6H9N3S2 at a distorted geometry. The level of theory is ωB97M-V/def2-TZVPD.

```
! RIJCOSX wB97M-V def2-TZVPD def2/J DEFGRID3
* xyz 0 1
C -2.986 -0.717 0.730
C -2.223 0.253 1.346
C -2.418 -1.415 -0.342
C -1.067 0.629 0.777
C -1.208 -1.034 -0.920
C -0.560 0.022 -0.357
N 1.427 1.461 -0.519
N 0.583 0.499 -1.032
N 3.484 -0.968 0.447
S 4.323 0.313 0.896
S 3.291 -1.326 -1.039
H -3.904 -0.752 1.358
H -2.624 0.858 2.123
H -2.888 -2.327 -0.740
H -0.469 1.548 1.059
H -0.952 -1.686 -1.811
H 0.938 2.277 -0.049
H 1.910 1.055 0.392
H 4.804 0.979 -0.263
H 0.540 0.329 -2.053
*
```

## Properties
molecular weight	187.3	g/mol
ΔE to the lowest compared entry with this formula, charge and spin	83.0	kcal/mol
orbital gap	6.79	eV
energy	-1194.52608	hartree



No. 6
This record from the OMol25 dataset describes 2 unconnected molecules or ions with the total composition C6H9N6O at a distorted geometry. The level of theory is ωB97M-V/def2-TZVPD.

```
! RIJCOSX wB97M-V def2-TZVPD def2/J DEFGRID3
* xyz 1 1
C -0.784 4.247 -1.223
C -1.470 3.028 -1.188
C -2.092 -2.197 0.298
C -1.533 -1.092 -0.034
C 0.974 -0.667 0.327
C 0.966 -3.032 1.090
N 0.481 4.002 -0.931
N 0.558 2.721 -0.731
N -0.589 2.083 -0.873
N -0.339 -0.445 -0.019
N 1.519 -1.849 0.804
N 1.717 -3.989 1.535
O 1.726 0.276 0.179
H -1.138 5.235 -1.430
H -2.502 2.816 -1.374
H -2.726 -3.020 0.478
H -2.308 -0.422 -0.470
H -0.432 0.557 -0.380
H 2.527 -1.699 0.956
H 1.308 -4.880 1.776
H 1.411 2.227 -0.482
H 2.724 -3.900 1.693
*
```

## Properties
molecular weight	181.2	g/mol
ΔE to the lowest compared entry with this formula, charge and spin	104.5	kcal/mol
orbital gap (alpha / beta)	6.68 / 6.67	eV
energy	-637.38850	hartree



No. 7
This record from the OMol25 dataset describes 2 unconnected molecules or ions with the total composition C6H9N8S at a distorted geometry. The level of theory is ωB97M-V/def2-TZVPD.

```
! RIJCOSX wB97M-V def2-TZVPD def2/J DEFGRID3
* xyz -1 1
C 2.716 -0.111 0.061
C -0.934 3.292 -0.334
C -0.569 2.041 -0.046
C -1.321 -0.781 0.475
C -0.684 0.978 -1.108
C 0.267 -1.705 1.909
N 1.840 -0.136 1.102
N 2.792 -1.417 -0.489
N -1.980 -1.883 0.302
N 1.972 -2.175 0.222
N -1.795 -2.330 -0.874
N -1.084 -1.338 -1.601
N -0.701 -0.419 -0.675
N 1.405 -1.413 1.159
S 3.570 1.327 -0.472
H -0.879 4.197 0.327
H -1.342 3.555 -1.182
H -0.061 1.807 0.890
H -1.523 -0.027 1.255
H 0.090 0.993 -1.833
H -1.633 1.149 -1.697
H 0.094 -1.129 2.843
H 0.130 -2.718 1.865
H -0.373 -1.757 -2.102
*
```

## Properties
molecular weight	225.3	g/mol
ΔE to the lowest compared entry with this formula, charge and spin	34.3	kcal/mol
orbital gap (alpha / beta)	5.96 / 6.23	eV
energy	-1070.08212	hartree



No. 8
This record from the OMol25 dataset describes a molecular structure, C6H9NO at a distorted geometry. The level of theory is ωB97M-V/def2-TZVPD.

```
! RIJCOSX wB97M-V def2-TZVPD def2/J DEFGRID3
* xyz 0 1
C 1.468 -1.380 -0.089
C 0.961 -0.044 -0.044
C 0.240 0.922 -0.925
C -0.392 0.354 0.165
C -1.369 -0.747 0.042
C -2.143 -1.690 -0.154
H 0.631 -2.091 0.810
H 1.062 -1.795 -1.163
H 2.863 -1.665 0.089
H 1.408 0.429 1.024
H -0.181 0.773 -1.949
H 1.271 2.698 -1.324
H -1.935 0.873 1.652
H -0.754 2.384 0.925
H -2.835 -2.491 0.089
N -0.726 1.151 1.334
O 0.433 2.319 -0.482
*
```

## Properties
molecular weight	111.1	g/mol
ΔE to the lowest compared entry with this formula, charge and spin	246.4	kcal/mol
orbital gap	9.15	eV
energy	-363.63158	hartree



Q: Which of these has the highest molecular weight?
A: C6H9N8S



Q: Which of these has the highest ΔE to the lowest compared entry with this formula, charge and spin?
A: C6H9NO